ORCA calculation (ωB97M-V with the def2-TZVPD basis set) on a molecular structure, C25H21N6OPd.

Geometry as XYZ:
```
54
Properties=species:S:1:pos:R:3:lowdin_spin:R:1
Pd 0.652 0.495 -0.337 0.0438
C -0.684 -1.077 3.296 0.0050
C -0.543 -0.459 1.949 0.0167
N 0.614 -0.248 1.415 -0.0360
N 1.815 -0.564 1.967 -0.0093
C 2.788 -0.301 1.115 -0.0091
O 2.603 0.182 -0.077 0.0028
C 4.177 -0.574 1.531 -0.0001
C 5.213 -0.356 0.626 -0.0017
C 6.522 -0.605 1.002 0.0001
C 6.800 -1.069 2.280 -0.0023
C 5.769 -1.286 3.185 0.0003
C 4.459 -1.040 2.814 -0.0020
C -1.704 -0.083 1.106 -0.0134
C -2.986 -0.333 1.514 0.1750
C -4.201 -0.113 0.779 0.0011
C -4.299 -0.035 -0.555 0.1442
C -3.110 -0.194 -1.463 0.0441
N -1.304 0.544 -0.042 0.3122
H 0.298 -1.282 3.710 0.0001
H -1.245 -2.010 3.225 0.0012
H -1.223 -0.405 3.965 0.0015
H 4.983 0.007 -0.366 -0.0001
H 7.327 -0.437 0.299 0.0001
H 7.824 -1.262 2.573 -0.0001
H 5.988 -1.646 4.181 0.0001
H 3.649 -1.205 3.511 0.0000
H -3.095 -0.715 2.520 0.0092
H -5.110 -0.055 1.366 -0.0017
H -5.263 0.143 -1.013 0.0056
H -3.389 0.091 -2.477 0.0015
C -0.603 5.349 -2.246 0.2038
C -1.457 4.855 -1.253 0.0007
C -1.735 3.515 -1.173 0.1375
C -1.145 2.618 -2.115 0.0684
C -0.285 3.142 -3.127 0.1469
C -0.022 4.486 -3.180 -0.0066
N -1.318 1.292 -2.148 0.4280
N -2.096 0.800 -1.075 0.2946
C -2.532 -1.612 -1.505 0.0066
C -3.394 -2.698 -1.566 0.0059
C -2.851 -3.968 -1.665 0.0010
C -1.472 -4.106 -1.693 0.0000
C -0.696 -2.962 -1.623 0.0007
N -1.210 -1.735 -1.535 0.0085
H -0.396 6.410 -2.292 0.0102
H -1.905 5.539 -0.545 -0.0035
H -2.400 3.131 -0.414 0.0062
H 0.141 2.448 -3.839 0.0047
H 0.631 4.880 -3.946 -0.0040
H -4.466 -2.555 -1.534 0.0015
H -3.495 -4.835 -1.719 0.0001
H -1.005 -5.078 -1.768 0.0001
H 0.386 -3.024 -1.638 0.0001
```

Computed properties:
Charge = +1
LUMO energy (alpha / beta) = -3.657 / -5.080 eV
Largest force on an atom = 0.100 eV/Å
Kohn-Sham gap (alpha / beta) = 7.36 / 5.97 eV
⟨S²⟩ = 2.09
Molar mass = 527.90 g mol⁻¹
E_tot = -1496.55700 a.u.
Spin multiplicity = 3

ORCA calculation (ωB97M-V with the def2-TZVPD basis set) on a molecular structure, C25H22AsBrCl4F5O4SbSe5Si2W.

Geometry as XYZ:
```
71
Properties=species:S:1:pos:R:3:lowdin_charge:R:1
W 0.191 0.031 -0.980 1.1974
Cl 0.050 -5.349 -4.502 0.6758
C 0.462 -4.196 -3.294 -0.6757
C 1.769 -4.135 -2.804 -0.6797
Cl 2.971 -5.207 -3.407 0.6742
C 2.111 -3.204 -1.828 -0.6040
Cl 3.714 -3.033 -1.241 0.7357
C 1.125 -2.368 -1.338 -0.4168
O 1.354 -1.362 -0.446 -0.2950
C -0.182 -2.416 -1.831 -0.4422
O -1.010 -1.458 -1.367 -0.3268
C -0.516 -3.327 -2.820 -0.6003
Cl -2.116 -3.314 -3.440 0.7280
C -0.733 4.268 1.204 -0.2072
Si -0.116 2.727 2.082 0.2505
C 1.751 2.832 2.272 -0.2171
C -0.848 2.779 3.821 -0.2519
As -0.666 0.537 1.376 0.7740
Si -2.616 0.887 0.110 0.2226
C -2.269 1.296 -1.735 -0.2472
C -3.623 -0.688 0.145 -0.2259
C -3.630 2.348 0.709 -0.2197
H -0.131 5.108 1.566 0.0334
H -1.771 4.475 1.465 0.0093
H -0.626 4.227 0.120 0.0170
H 1.989 3.631 2.983 0.0274
H 2.253 3.062 1.332 0.0133
H 2.164 1.900 2.664 0.0283
H -0.599 3.722 4.319 0.0225
H -0.473 1.956 4.432 0.0217
H -1.937 2.692 3.787 0.0134
H -2.100 0.468 -2.424 0.0119
H -1.606 2.129 -1.975 0.0271
H -3.281 1.638 -1.994 0.0477
H -2.999 -1.534 0.444 -0.0294
H -4.044 -0.908 -0.840 0.0332
H -4.442 -0.603 0.865 0.0295
H -3.177 3.297 0.422 0.0076
H -3.765 2.331 1.792 0.0270
H -4.617 2.287 0.240 0.0312
Br 7.201 0.625 -2.463 0.7009
C 5.489 1.338 -2.062 -0.6827
C 4.775 0.807 -1.002 -0.1184
C 3.506 1.299 -0.739 -0.0522
C 2.974 2.320 -1.516 -0.2052
C 3.721 2.857 -2.560 -0.0277
C 4.977 2.354 -2.852 -0.1169
C 1.569 2.817 -1.324 -0.6226
O 1.242 3.939 -1.626 0.0964
O 0.732 1.984 -0.701 -0.4519
H 5.188 0.004 -0.408 0.0965
H 2.931 0.868 0.071 0.1011
H 3.284 3.629 -3.181 0.1052
H 5.527 2.719 -3.708 0.1042
F -3.968 -4.560 6.718 0.0801
C -3.312 -4.321 5.566 -0.1636
C -3.441 -3.109 4.917 -0.1614
F -4.236 -2.160 5.447 0.0853
C -2.759 -2.876 3.738 -0.2710
F -2.944 -1.672 3.178 0.0362
C -1.916 -3.815 3.134 -0.6058
Se -0.978 -3.468 1.538 0.5375
C -1.821 -5.026 3.827 -0.2792
F -1.044 -6.015 3.361 0.0468
C -2.492 -5.283 5.007 -0.1620
F -2.357 -6.470 5.629 0.0834
Se 2.769 3.130 -6.485 -0.1921
Sb 2.286 0.841 -6.159 -0.2626
Se 0.994 0.363 -3.128 0.4513
Se 4.004 -0.654 -5.525 -0.1689
Se 0.088 0.009 -6.574 -0.2017
```

Computed properties:
Charge = -2
LUMO energy (alpha / beta) = 2.294 / 2.291 eV
Largest force on an atom = 1.336 eV/Å
Kohn-Sham gap (alpha / beta) = 4.62 / 4.62 eV
ΔE to the lowest compared entry with this formula, charge and spin = 1.775 eV
Molar mass = 1534.65 g mol⁻¹
E_tot = -21310.42354 a.u.
Spin multiplicity = 1

ORCA calculation (ωB97M-V with the def2-TZVPD basis set) on a molecular structure, C25H22AsN5OPRhS6.

Geometry as XYZ:
```
62
Properties=species:S:1:pos:R:3:lowdin_charge:R:1
Rh 0.321 -1.459 -0.170 0.3772
S 2.833 -3.983 2.590 -0.0560
As 2.559 -1.939 2.261 -0.3932
S 0.337 -1.467 2.146 0.1787
S 2.619 -1.446 0.021 0.1777
S 3.621 -0.538 3.344 -0.0141
O 0.200 -2.675 -2.915 -0.0066
N 0.319 -1.454 -2.291 -0.1303
C 0.017 -0.501 -3.071 -0.0812
C 0.174 0.941 -2.802 -0.1921
C 0.137 1.703 -3.974 -0.0352
C 0.423 3.055 -3.978 -0.0578
C 0.784 3.668 -2.790 -0.0505
C 0.800 2.931 -1.617 -0.0963
C 0.455 1.578 -1.576 -0.2520
P 0.377 0.758 0.084 0.9214
C 1.686 1.610 1.002 -0.4077
C 1.432 2.078 2.287 -0.1074
C 2.418 2.761 2.984 -0.0972
C 3.658 2.969 2.406 -0.0931
C 3.924 2.482 1.133 -0.0798
C 2.946 1.800 0.433 -0.1513
C -1.161 1.459 0.825 -0.3516
C -1.991 0.673 1.621 -0.1529
C -3.140 1.202 2.193 -0.0667
C -3.477 2.530 1.985 -0.0759
C -2.648 3.331 1.211 -0.0718
C -1.500 2.802 0.643 -0.0782
H 0.475 -3.307 -2.232 0.0676
H -0.275 -0.771 -4.083 0.1389
H -0.094 1.206 -4.908 0.1140
H 0.392 3.612 -4.904 0.1109
H 1.054 4.716 -2.770 0.1129
H 1.114 3.418 -0.705 0.1062
H 0.477 1.892 2.757 0.1062
H 2.219 3.106 3.990 0.1086
H 4.430 3.491 2.956 0.1067
H 4.902 2.616 0.692 0.1082
H 3.163 1.408 -0.550 0.0888
H -1.736 -0.359 1.818 0.0020
H -3.763 0.569 2.812 0.1105
H -4.372 2.943 2.433 0.1056
H -2.888 4.375 1.055 0.1059
H -0.874 3.455 0.058 0.0897
N -2.927 -0.012 -1.390 0.1333
C -2.918 -1.173 -0.681 -0.6892
N -1.844 -1.850 -0.368 -0.0082
C -2.173 -3.078 0.205 -0.3270
C -3.490 -3.271 0.412 -0.3270
S -4.389 -1.926 -0.188 1.0782
C -1.084 -4.036 0.367 -0.3528
C -1.147 -5.308 0.802 -0.3248
S 0.381 -6.077 0.610 1.0688
C 1.025 -4.629 -0.071 -0.7527
N 0.157 -3.640 -0.115 -0.0668
N 2.267 -4.554 -0.602 0.0662
H -2.055 0.496 -1.405 0.0614
H -3.730 0.584 -1.265 0.1049
H -3.985 -4.135 0.820 0.0807
H -1.993 -5.836 1.207 0.0802
H 2.926 -5.200 -0.188 0.0801
H 2.633 -3.595 -0.555 -0.0440
```

Computed properties:
Charge = 0
LUMO energy = -0.735 eV
Largest force on an atom = 0.379 eV/Å
Kohn-Sham gap = 5.99 eV
ΔE to the lowest compared entry with this formula, charge and spin = 0.000 eV
Molar mass = 809.69 g mol⁻¹
E_tot = -6391.82213 a.u.
Spin multiplicity = 1

ORCA calculation (ωB97M-V with the def2-TZVPD basis set) on a molecular structure, C25H22AuN5O2S.

Geometry as XYZ:
```
56
Properties=species:S:1:pos:R:3:lowdin_spin:R:1
Au -0.601 -0.143 -0.485 0.5522
C -0.730 -14.045 0.239 0.0050
O 0.376 -13.147 0.466 0.1214
C 0.233 -11.860 0.312 0.1107
C -0.971 -11.227 -0.083 0.0380
C -0.996 -9.871 -0.211 0.0498
C 0.161 -9.085 0.046 0.1273
C 1.360 -9.736 0.441 0.0244
C 1.399 -11.086 0.572 0.0598
C 0.064 -7.682 -0.105 0.0164
N -1.055 -7.037 -0.467 0.0857
C -0.740 -5.741 -0.489 0.0576
C 0.608 -5.547 -0.139 0.1388
N 1.096 -6.785 0.099 0.0295
C 1.217 -4.255 -0.074 0.0066
C 2.554 -4.015 0.264 0.0299
C 3.017 -2.723 0.311 -0.0055
C 2.126 -1.690 0.033 0.0395
N 0.859 -1.905 -0.297 0.0496
C 0.386 -3.157 -0.367 0.0464
C -1.023 -3.345 -0.755 0.0127
N -1.736 -2.252 -1.050 0.0128
C -3.006 -2.383 -1.397 0.0062
C -3.646 -3.620 -1.477 0.0028
C -2.928 -4.754 -1.182 0.0082
C -1.587 -4.623 -0.813 0.0038
H -0.340 -15.035 0.444 -0.0003
H -1.059 -13.979 -0.797 0.0024
H -1.546 -13.815 0.921 0.0023
H -1.859 -11.808 -0.282 0.0006
H -1.902 -9.364 -0.512 -0.0001
H 2.260 -9.170 0.645 -0.0011
H 2.297 -11.607 0.872 0.0010
H 2.036 -7.014 0.377 0.0000
H 3.223 -4.836 0.492 0.0016
H 4.042 -2.498 0.566 -0.0007
H 2.445 -0.657 0.086 0.0015
H -3.540 -1.469 -1.624 -0.0001
H -4.686 -3.671 -1.768 0.0000
H -3.374 -5.738 -1.227 0.0005
N -1.381 0.049 2.581 0.0201
C -1.103 -0.024 1.465 0.1762
O -0.838 1.793 -1.293 0.1299
S -1.364 3.174 -0.875 0.0191
C -3.149 3.048 -0.660 0.0007
C -3.405 2.555 0.755 0.0019
C -2.405 3.295 1.644 0.0017
C -1.057 3.321 0.915 0.0087
H -3.535 2.428 -1.468 -0.0002
H -3.504 4.071 -0.813 0.0000
H -3.260 1.478 0.832 0.0017
H -4.431 2.770 1.052 0.0005
H -2.294 2.787 2.602 0.0007
H -2.742 4.314 1.833 0.0000
H -0.438 2.457 1.153 0.0021
H -0.483 4.230 1.080 0.0000
```

Computed properties:
Charge = +2
LUMO energy (alpha / beta) = -5.801 / -8.694 eV
Largest force on an atom = 0.339 eV/Å
Kohn-Sham gap (alpha / beta) = 7.84 / 5.53 eV
ΔE to the lowest compared entry with this formula, charge and spin = 0.000 eV
⟨S²⟩ = 2.05
Molar mass = 653.52 g mol⁻¹
E_tot = -1923.43374 a.u.
Spin multiplicity = 3